No. 1
Molecular formula: C20H40Cl4N2O3
Method: DFT, the ωB97M-V functional and the def2-TZVPD basis

XYZ file:
```
69
Properties=species:S:1:pos:R:3:lowdin_charge:R:1
C -2.67 -1.94 1.30 -0.122
C -2.43 -0.52 2.00 -0.283
C -2.23 0.69 0.98 -0.230
C -0.68 0.86 0.53 -0.206
C -0.56 1.53 -0.92 -0.193
C -0.36 0.50 -2.12 -0.130
C -1.35 -0.74 -2.12 -0.262
N -2.72 -0.37 -2.64 0.092
C -2.69 -0.90 -4.02 -0.380
O -3.62 -0.61 -4.79 0.040
C -1.39 -1.81 -4.29 -0.010
C -0.81 -2.10 -2.80 -0.410
C -1.69 -3.40 -2.40 -0.021
O 0.60 -2.26 -2.98 -0.109
C 1.21 -3.03 -1.93 -0.167
C 1.03 -2.36 -0.49 -0.207
N 1.86 -2.95 0.58 -0.065
C 3.24 -2.43 0.59 -0.185
C 3.38 -0.87 0.88 -0.367
C 4.83 -0.64 1.56 -0.072
O 3.40 -0.09 -0.35 -0.102
H -3.16 -1.79 0.28 0.072
H -1.73 -2.57 1.19 0.053
H -3.42 -2.52 1.93 0.075
H -1.57 -0.64 2.74 0.068
H -3.35 -0.31 2.65 0.075
H -2.56 1.68 1.44 0.079
H -2.80 0.55 0.00 0.098
H -0.17 -0.14 0.64 0.089
H -0.22 1.59 1.28 0.068
H 0.36 2.22 -0.89 0.059
H -1.50 2.13 -1.12 0.110
H -0.58 1.09 -3.09 0.128
H 0.74 0.21 -2.20 0.112
H -1.59 -1.12 -1.06 0.101
H -2.65 0.66 -2.57 0.114
H -0.73 -1.10 -4.88 0.145
H -1.84 -2.70 -4.85 0.130
H -1.50 -3.70 -1.32 0.078
H -2.79 -3.20 -2.56 0.102
H -1.41 -4.27 -3.08 0.103
H 0.89 -4.13 -1.91 0.133
H 2.34 -3.07 -2.13 0.127
H 1.14 -1.24 -0.62 0.094
H -0.07 -2.53 -0.19 0.094
H 1.41 -2.92 1.49 0.108
H 3.77 -2.97 1.46 0.124
H 3.84 -2.69 -0.34 0.127
H 2.62 -0.45 1.61 0.145
H 4.96 0.43 1.92 0.078
H 5.06 -1.42 2.34 0.073
H 5.58 -0.77 0.71 0.087
H 3.71 -0.69 -1.06 0.087
Cl 3.22 6.34 0.84 0.535
C 3.12 4.62 0.38 -0.667
C 2.50 4.43 -0.99 -0.653
Cl 0.78 4.86 -1.02 0.558
H 2.54 4.10 1.15 0.067
H 4.13 4.23 0.39 0.072
H 2.58 3.39 -1.28 0.066
H 3.02 5.04 -1.74 0.070
Cl -4.46 2.12 3.98 0.563
C -3.27 2.74 5.15 -0.651
C -1.97 3.14 4.49 -0.630
Cl -1.07 1.74 3.86 0.635
H -3.11 1.97 5.91 0.070
H -3.72 3.61 5.63 0.072
H -1.32 3.64 5.21 0.072
H -2.14 3.84 3.66 0.074
```

Its total charge is 0. As for the SMILES: CCCCCC[C@H]1NC(=O)C[C@@]1(C)OCCNC[C@@H](C)O.ClCCCl.ClCCCl. The HOMO energy is -9.03 eV. The value obtained for the molar mass is 498.36 g mol⁻¹. For the energy relative to the best compared isomer or geometry (same formula, charge and spin), the calculation gives 3.668 eV. For the LUMO energy, the calculation gives 0.4 eV.

=====

No. 2
Molecular formula: C4H4FNOS
Method: DFT, the ωB97M-V functional and the def2-TZVPD basis

XYZ file:
```
12
Properties=species:S:1:pos:R:3:lowdin_charge:R:1
O -0.55 -1.19 1.77 0.014
N -0.37 -0.30 0.72 -0.195
C -0.49 1.02 0.84 -0.023
C -0.05 1.56 -0.31 -0.321
F 0.30 2.89 -0.44 0.032
C 0.32 0.66 -1.22 -0.018
C 0.15 -0.58 -0.54 -0.651
S 0.35 -2.18 -1.15 0.785
H -1.23 -1.88 1.33 0.182
H -0.92 1.57 1.68 0.152
H 0.90 0.81 -2.13 0.126
H 1.60 -2.37 -0.53 -0.083
```

Its total charge is 0. As for the SMILES: On1cc(F)cc1S. The HOMO energy is -8.55 eV. The value obtained for the molar mass is 133.15 g mol⁻¹. For the energy relative to the best compared isomer or geometry (same formula, charge and spin), the calculation gives 2.540 eV. For the LUMO energy, the calculation gives 0.4 eV.

=====

No. 3
Molecular formula: CH4NO2
Method: DFT, the ωB97M-V functional and the def2-TZVPD basis

XYZ file:
```
8
Properties=species:S:1:pos:R:3:lowdin_charge:R:1
O 2.35 0.69 -0.76 -0.168
H 2.43 -0.14 -0.26 -0.002
C -0.45 -0.05 0.22 -0.547
N -1.20 -0.64 1.29 -0.062
O -1.14 0.14 -0.78 -0.210
H 1.37 0.69 -0.73 -0.047
H -2.06 -1.00 0.87 0.029
H -0.72 -1.16 2.00 0.007
```

Its total charge is -1. The HOMO energy is -1.89 eV. The value obtained for the molar mass is 62.05 g mol⁻¹. For the energy relative to the best compared isomer or geometry (same formula, charge and spin), the calculation gives 1.770 eV. For the LUMO energy, the calculation gives 5.0 eV.